Density functional theory data (ωB97M-V/def2-TZVPD) for a 2-piece molecular cluster, CH5BrO overall at a distorted geometry.

```
! RIJCOSX wB97M-V def2-TZVPD def2/J DEFGRID3
* xyz 0 1
Br -1.850 -2.236 -0.249
O 1.386 2.121 -1.475
C -0.531 -1.155 0.817
H 0.211 -1.744 1.383
H 0.006 -0.469 0.141
H 0.461 1.838 -1.651
H 1.439 2.200 -0.495
H -1.122 -0.555 1.530
*
```

Values from the calculation:
**Energy above the lowest of the compared OMol25 structures with the same formula, charge and spin**: 4.8 kcal per mole
**Kohn-Sham gap**: 0.3977 hartree
**Highest occupied orbital energy**: -10.41 eV
**Max |F|**: 1.5 eV/Å
**DFT total energy**: -73207.766 eV
**SMILES**: CBr.O

***

Density functional theory data (ωB97M-V/def2-TZVPD) for a 2-piece molecular cluster, CH5Cl2NSi overall at a distorted geometry.

```
! RIJCOSX wB97M-V def2-TZVPD def2/J DEFGRID3
* xyz 0 3
Cl -2.328 1.367 1.408
Cl 0.134 2.189 0.015
Si 0.548 -1.345 0.517
N 1.515 -0.815 -0.839
C -1.315 1.168 -0.076
H -1.927 1.498 -0.883
H 0.746 -0.719 1.845
H 1.739 0.230 -0.868
H -0.698 -2.141 0.441
H 1.587 -1.430 -1.561
*
```

Values from the calculation:
**Energy above the lowest of the compared OMol25 structures with the same formula, charge and spin**: 60.0 kcal per mole
**Kohn-Sham gap (alpha / beta)**: 0.2459 / 0.3067 hartree
**Expectation value of S²**: 2.006
**Highest occupied orbital energy (alpha / beta)**: -5.98 / -10.22 eV
**Max |F|**: 5.6 eV/Å
**DFT total energy**: -35526.543 eV

***

Density functional theory data (ωB97M-V/def2-TZVPD) for a 2-piece molecular cluster, CH5Cl3Si2 overall at a distorted geometry.

```
! RIJCOSX wB97M-V def2-TZVPD def2/J DEFGRID3
* xyz 0 1
Cl -1.647 -2.424 0.045
Cl 3.377 1.460 -0.863
Cl -2.743 -0.103 -2.006
Si -1.348 -0.462 -0.455
Si 2.578 -0.460 -0.851
C -1.651 0.724 1.133
H -1.379 1.725 0.795
H 2.530 -0.535 0.567
H -0.775 0.618 1.817
H -2.403 0.481 1.760
H 3.462 -1.024 -1.941
*
```

Values from the calculation:
**Energy above the lowest of the compared OMol25 structures with the same formula, charge and spin**: 92.8 kcal per mole
**Kohn-Sham gap (alpha / beta)**: 0.2598 / 0.2497 hartree
**Highest occupied orbital energy (alpha / beta)**: -8.39 / -8.33 eV
**Max |F|**: 5.5 eV/Å
**DFT total energy**: -54440.870 eV

***

Density functional theory data (ωB97M-V/def2-TZVPD) for a 2-piece molecular cluster, CH5ClP2 overall at a distorted geometry.

```
! RIJCOSX wB97M-V def2-TZVPD def2/J DEFGRID3
* xyz 0 3
Cl -0.319 3.325 -0.533
P -0.148 0.284 0.081
P 1.933 -1.914 0.764
C -1.066 1.778 -0.269
H 1.047 -2.980 1.142
H -1.886 2.125 0.435
H -1.266 -0.653 0.195
H 0.377 -0.007 -1.305
H 1.328 -1.957 -0.510
*
```

Values from the calculation:
**Energy above the lowest of the compared OMol25 structures with the same formula, charge and spin**: 0.0 kcal per mole
**Kohn-Sham gap (alpha / beta)**: 0.3087 / 0.3095 hartree
**Expectation value of S²**: 2.008
**Highest occupied orbital energy (alpha / beta)**: -7.64 / -10.07 eV
**Max |F|**: 2.9 eV/Å
**DFT total energy**: -32213.478 eV

***

Density functional theory data (ωB97M-V/def2-TZVPD) for a 2-piece molecular cluster, CH5FN2 overall at a distorted geometry.

```
! RIJCOSX wB97M-V def2-TZVPD def2/J DEFGRID3
* xyz 0 1
F -2.005 0.492 0.421
N 0.180 0.635 -0.048
N -1.044 0.872 -0.517
C 0.766 -0.494 0.513
H 0.273 -1.445 0.145
H 1.795 -0.519 0.314
H 0.853 -0.593 1.573
H 0.682 1.294 -0.515
H -1.501 -0.241 -1.887
*
```

Values from the calculation:
**Energy above the lowest of the compared OMol25 structures with the same formula, charge and spin**: 139.8 kcal per mole
**Kohn-Sham gap (alpha / beta)**: 0.3404 / 0.3237 hartree
**Highest occupied orbital energy (alpha / beta)**: -8.96 / -8.59 eV
**Max |F|**: 3.3 eV/Å
**DFT total energy**: -6809.363 eV

***

Density functional theory data (ωB97M-V/def2-TZVPD) for a 2-piece molecular cluster, CH5FN2 overall at a distorted geometry.

```
! RIJCOSX wB97M-V def2-TZVPD def2/J DEFGRID3
* xyz 0 1
F 2.151 -0.976 0.311
N 1.460 1.019 -0.134
N 1.404 -0.267 -0.594
C -0.920 -0.810 -0.257
H -1.220 -0.510 -1.267
H -0.910 -0.011 0.401
H 0.633 1.467 -0.361
H -0.530 -1.739 0.073
H 1.668 1.258 0.822
*
```

Values from the calculation:
**Energy above the lowest of the compared OMol25 structures with the same formula, charge and spin**: 127.2 kcal per mole
**Kohn-Sham gap (alpha / beta)**: 0.3364 / 0.3241 hartree
**Highest occupied orbital energy (alpha / beta)**: -8.55 / -8.25 eV
**Max |F|**: 2.4 eV/Å
**DFT total energy**: -6809.910 eV

***

Density functional theory data (ωB97M-V/def2-TZVPD) for a 2-piece molecular cluster, CH5FN2 overall at a distorted geometry.

```
! RIJCOSX wB97M-V def2-TZVPD def2/J DEFGRID3
* xyz 0 1
F -2.428 -0.605 -0.618
N -0.250 -0.597 -0.534
N -0.078 -1.227 0.548
C 0.262 0.708 -0.522
H 1.307 0.652 -0.609
H -0.098 1.327 -1.415
H -0.311 -2.213 0.367
H -0.001 1.414 0.302
H -0.147 -1.031 1.518
*
```

Values from the calculation:
**Energy above the lowest of the compared OMol25 structures with the same formula, charge and spin**: 88.3 kcal per mole
**Kohn-Sham gap (alpha / beta)**: 0.3222 / 0.3017 hartree
**Highest occupied orbital energy (alpha / beta)**: -9.65 / -9.19 eV
**Max |F|**: 5.0 eV/Å
**DFT total energy**: -6811.599 eV

***

Density functional theory data (ωB97M-V/def2-TZVPD) for CH5FN3O as an isolated structure at a distorted geometry.

```
! RIJCOSX wB97M-V def2-TZVPD def2/J DEFGRID3
* xyz 1 1
F 2.674 0.460 0.642
O 0.049 1.685 -0.079
N -1.492 0.066 0.591
N 1.687 0.128 -0.727
N 0.563 -0.448 -0.327
C -0.348 0.458 0.136
H 0.590 -1.499 -0.104
H 2.275 -0.563 -1.251
H 0.910 1.473 -0.558
H -1.468 -0.984 0.807
H -2.261 0.651 0.816
*
```

Values from the calculation:
**Energy above the lowest of the compared OMol25 structures with the same formula, charge and spin**: 59.6 kcal per mole
**Kohn-Sham gap**: 0.3969 hartree
**Highest occupied orbital energy**: -16.51 eV
**Max |F|**: 3.6 eV/Å
**DFT total energy**: -10343.193 eV